No. 1
{"formula": "C7H16FN2", "method": "wB97M-V/def2-TZVPD", "relative_energy_kj_mol": 245.0, "smiles": "C=[N+](C)CC[C@@H](F)NCC", "total_energy_ev": -13206.9375, "charge": 1, "molar_mass_g_mol": 147.22, "gap_ev": 7.92, "multiplicity": 1, "species": ["C", "H", "H", "C", "H", "N", "H", "H", "C", "H", "H", "H", "H", "H", "H", "N", "F", "C", "C", "H", "H", "C", "H", "H", "C", "H"], "positions_angstrom": [[2.150, -2.217, 0.317], [-1.708, 1.448, -1.403], [1.028, 1.342, -1.447], [-1.052, 1.268, 1.059], [3.212, -2.513, 0.340], [-1.706, 0.231, 0.168], [-2.149, -0.312, -1.744], [1.694, -2.147, 1.394], [-1.876, -0.862, 0.797], [-1.497, -1.198, 1.675], [0.419, 2.817, 1.044], [-1.944, 1.824, 1.251], [1.504, -1.033, -1.596], [1.538, -3.054, -0.131], [-0.274, 2.976, -0.414], [1.136, 0.077, 0.175], [2.309, 2.021, 0.070], [1.169, 1.426, -0.435], [0.007, 2.171, 0.294], [-0.731, 0.696, 1.836], [2.929, -0.383, -0.859], [-2.254, 0.552, -1.113], [-3.366, 0.747, -1.140], [-2.403, -1.584, 0.237], [1.906, -0.908, -0.564], [1.413, 0.080, 1.146]]}



No. 2
{"formula": "C4H8OS", "method": "wB97M-V/def2-TZVPD", "relative_energy_kj_mol": 203.4, "smiles": "C=CC.OC=S", "total_energy_ev": -17158.3419, "charge": 0, "molar_mass_g_mol": 104.17, "gap_ev": 8.97, "multiplicity": 1, "species": ["C", "H", "C", "H", "S", "H", "H", "C", "H", "H", "H", "C", "H", "O"], "positions_angstrom": [[-1.345, 1.443, -0.684], [-1.019, -0.497, -1.222], [-1.223, 0.151, -0.389], [1.357, -1.284, 0.231], [1.744, 0.922, 0.234], [-1.134, 1.867, -1.673], [-1.653, 2.023, 0.098], [2.161, -0.618, -0.016], [-1.641, -1.537, 0.713], [-2.304, -0.069, 1.288], [-0.624, -0.592, 1.620], [-1.459, -0.526, 0.909], [3.854, -0.265, -0.507], [3.288, -1.017, -0.601]]}



No. 3
{"formula": "C19H17Br4N2O2PPtS4Sb", "method": "wB97M-V/def2-TZVPD", "relative_energy_kj_mol": 138.9, "total_energy_ev": -369642.9042, "charge": -1, "molar_mass_g_mol": 1101.05, "gap_ev": 5.37, "multiplicity": 1, "species": ["C", "O", "H", "C", "Br", "P", "O", "C", "C", "C", "H", "H", "Br", "H", "C", "H", "H", "H", "S", "H", "H", "H", "C", "N", "H", "C", "C", "H", "C", "C", "H", "C", "C", "Sb", "C", "C", "C", "C", "H", "S", "Br", "N", "H", "Pt", "H", "Br", "S", "C", "H", "C", "S"], "positions_angstrom": [[-0.324, 0.687, -3.006], [-0.792, 0.193, 2.148], [2.366, -0.060, -1.817], [-3.231, 1.155, 0.854], [1.539, 4.242, -0.006], [0.096, -0.719, -1.944], [0.612, 1.418, 0.209], [-0.128, -3.258, -3.068], [0.612, 3.452, 1.434], [0.195, 4.184, 2.553], [2.060, -1.062, -3.264], [0.949, -3.357, -2.964], [-1.164, 4.529, 5.041], [-2.797, -5.105, -4.036], [-0.792, -2.100, -2.688], [0.207, 1.576, -2.664], [-0.333, -5.244, -3.828], [-2.889, -0.758, 1.395], [0.663, -2.191, 0.995], [-4.054, 0.037, 2.295], [-4.599, 2.276, 2.078], [-3.977, -3.032, -3.370], [-3.864, 2.338, 1.287], [-2.276, 1.173, -0.091], [-2.705, -1.129, -2.469], [1.854, -0.945, -2.199], [-3.499, 3.538, 0.742], [-3.951, 4.456, 1.096], [-1.948, 2.374, -0.617], [-2.233, -4.257, -3.669], [-1.149, 2.361, -1.340], [-0.554, 3.561, 3.540], [-0.857, -4.337, -3.556], [1.837, -4.940, 0.040], [-2.521, 3.563, -0.256], [0.292, 2.112, 1.302], [-0.462, 1.468, 2.316], [-2.182, -2.022, -2.795], [-2.180, 4.485, -0.704], [3.497, -4.462, -1.459], [0.624, 6.019, 2.678], [-3.605, -0.039, 1.396], [-0.007, 0.447, -4.022], [-0.438, -0.329, 0.209], [-1.396, 0.875, -2.994], [-1.973, 1.305, 4.662], [2.592, -4.916, 2.163], [-0.880, 2.205, 3.413], [2.222, -1.831, -1.676], [-2.899, -3.093, -3.293], [-1.323, -2.421, 0.654]]}



No. 4
{"formula": "C43H64BCuN6O2S2", "method": "wB97M-V/def2-TZVPD", "relative_energy_kj_mol": 18.5, "s_squared": 0.752, "total_energy_ev": -125650.1004, "charge": 1, "molar_mass_g_mol": 835.52, "gap_ev": [9.20, 7.50], "multiplicity": 2, "species": ["C", "H", "H", "H", "H", "C", "H", "C", "C", "H", "H", "H", "O", "N", "H", "C", "N", "C", "B", "H", "C", "H", "C", "C", "H", "H", "H", "H", "H", "H", "C", "N", "H", "N", "H", "C", "C", "C", "C", "H", "C", "C", "C", "C", "H", "C", "C", "H", "H", "H", "H", "C", "C", "H", "H", "H", "H", "S", "C", "C", "C", "H", "C", "N", "O", "C", "H", "C", "H", "H", "H", "H", "C", "H", "H", "H", "H", "C", "H", "H", "C", "C", "H", "C", "H", "H", "H", "H", "C", "C", "C", "N", "H", "H", "H", "H", "H", "C", "C", "H", "H", "C", "H", "C", "Cu", "H", "H", "H", "C", "S", "C", "C", "H", "H", "H", "H", "H", "H", "H"], "positions_angstrom": [[4.946, 1.644, 0.446], [-0.047, -1.434, -2.710], [-2.465, -1.091, 1.677], [-3.938, -0.859, 2.591], [1.162, 6.302, -0.665], [-1.324, -5.852, -1.581], [-4.619, 0.703, 1.066], [-4.003, -2.567, 1.321], [0.162, 0.364, 3.978], [0.858, 1.479, -4.981], [1.832, -4.529, -1.358], [-0.309, 2.931, 5.263], [-1.908, -0.471, -0.851], [0.718, 1.794, -0.477], [-3.749, -3.202, 2.177], [-3.554, -1.134, 1.608], [2.666, 0.436, 0.313], [0.189, -0.862, -3.609], [1.612, 1.487, 0.756], [-0.878, 3.548, 3.710], [0.792, -2.823, 4.022], [3.991, 3.161, -0.813], [4.426, -0.722, -0.334], [4.001, 0.506, 0.142], [-4.686, -0.539, -0.186], [-0.761, 2.183, -4.976], [-2.464, -1.633, 4.175], [1.150, -2.334, 4.931], [-1.125, -6.007, -4.953], [1.606, -2.813, 3.295], [3.223, -2.938, -0.941], [0.787, 0.922, 1.939], [1.148, -2.944, -1.636], [2.235, -0.804, -0.065], [6.224, 2.281, 2.079], [-4.057, -0.105, 0.594], [5.461, 1.525, 1.885], [3.287, -1.517, -0.458], [-4.929, 2.865, -3.472], [2.145, 2.060, 5.460], [0.351, 2.971, -1.018], [-0.207, 1.245, -4.912], [-0.070, -0.702, 3.103], [-1.613, -4.501, -1.460], [-1.304, 3.929, 0.909], [-1.259, -5.582, -3.967], [1.047, 5.366, -1.214], [2.022, 5.079, -1.610], [-1.231, -6.474, -0.699], [4.645, 1.680, 2.594], [2.707, 3.627, 4.871], [4.131, -3.819, -0.076], [-3.740, 2.881, -1.385], [0.302, 4.470, 4.653], [-3.490, -2.526, -0.810], [-1.902, -2.613, -2.444], [1.381, -3.537, 0.025], [-1.791, -3.845, 0.180], [1.143, 2.740, 3.656], [0.471, 4.284, -0.303], [-4.006, 0.815, -2.618], [-1.259, -1.717, 5.450], [-4.453, 3.555, -2.368], [0.429, 0.782, -1.339], [-0.931, -2.615, 0.294], [-1.709, -3.674, -2.575], [0.561, -3.861, 4.267], [-1.575, -2.167, 4.506], [-3.811, -0.247, -2.704], [0.385, 5.559, -2.061], [-0.020, 0.389, 5.040], [3.624, -2.937, -1.959], [-0.005, 3.465, 4.360], [5.443, -0.997, -0.564], [-5.476, 3.393, -4.242], [-4.625, 4.619, -2.274], [1.275, -0.742, -3.657], [-0.509, 0.491, -3.616], [-4.082, -4.089, -0.221], [-0.120, -1.455, -4.471], [-3.482, -3.213, 0.038], [0.704, 1.375, 3.206], [4.138, -4.843, -0.451], [4.501, 3.075, 0.149], [5.891, 0.542, 2.077], [-1.593, 0.334, -3.564], [-1.599, -3.598, -4.712], [-0.479, 0.638, -5.777], [-3.537, 1.515, -1.516], [-1.155, -6.394, -2.849], [-0.896, 4.699, 0.250], [0.292, -0.351, 1.869], [-0.752, -2.614, 2.558], [-0.818, 5.630, 0.814], [3.197, 2.140, 4.047], [1.147, 4.145, 0.542], [-5.095, -2.584, 1.262], [2.372, 2.636, 4.560], [-1.531, -4.223, -3.832], [-1.849, -3.202, 4.719], [-1.605, 4.858, -0.567], [-0.448, -2.110, 3.475], [2.152, 2.472, 1.106], [1.815, -3.506, -0.977], [0.279, -0.895, -0.150], [3.850, 3.479, 0.921], [5.390, 3.707, 0.115], [5.784, 1.446, -0.227], [-4.702, 1.499, -3.601], [-2.648, 0.684, -0.219], [-0.188, 2.706, -2.267], [-0.112, 1.315, -2.427], [-3.332, 3.412, -0.533], [-0.940, -7.449, -2.962], [-0.560, 3.426, -2.976], [5.158, -3.455, -0.068], [-5.070, 0.969, -4.470], [3.772, -3.835, 0.955], [1.419, 3.318, 2.773]]}



No. 5
{"formula": "C55H70BFN12O3P2Ti", "method": "wB97M-V/def2-TZVPD", "relative_energy_kj_mol": 186.3, "s_squared": 0.754, "total_energy_ev": -127279.3891, "charge": 1, "molar_mass_g_mol": 1086.87, "gap_ev": [3.50, 3.52], "multiplicity": 2, "species": ["C", "C", "H", "N", "H", "H", "C", "H", "H", "C", "C", "N", "H", "C", "H", "H", "H", "H", "H", "H", "C", "C", "C", "O", "C", "C", "H", "N", "C", "P", "H", "H", "H", "C", "H", "C", "C", "H", "H", "C", "C", "H", "C", "H", "H", "C", "H", "C", "H", "C", "H", "C", "C", "C", "H", "C", "H", "C", "N", "C", "N", "C", "H", "H", "H", "H", "C", "C", "H", "C", "C", "N", "F", "C", "C", "H", "H", "H", "B", "C", "H", "H", "H", "C", "H", "C", "H", "N", "P", "C", "C", "H", "N", "H", "H", "H", "H", "H", "O", "C", "H", "Ti", "C", "C", "N", "H", "H", "C", "C", "C", "C", "C", "H", "H", "H", "H", "H", "H", "H", "H", "C", "C", "N", "C", "H", "H", "H", "H", "C", "N", "C", "H", "C", "C", "H", "H", "H", "H", "N", "H", "H", "C", "H", "H", "O"], "positions_angstrom": [[3.040, -1.564, -0.491], [-5.646, 3.201, 1.122], [7.340, -3.589, -3.428], [-2.221, 1.879, 1.372], [-0.510, -1.646, -1.396], [-7.311, 3.239, -1.645], [3.314, -2.932, -0.239], [-8.109, 2.044, -0.631], [-5.503, -2.036, -0.373], [1.340, 0.234, -3.294], [2.049, -0.841, 0.249], [5.224, -3.831, -3.283], [-0.210, 2.903, 5.320], [-0.063, 5.566, 5.122], [0.502, 6.372, 4.661], [7.719, -6.028, -3.739], [-1.335, -1.222, 6.318], [3.284, -6.016, 3.210], [-7.909, 3.700, -0.051], [-3.243, -1.062, 1.451], [-3.590, -1.424, 0.471], [-0.589, 3.243, 4.367], [-0.361, -1.122, 5.847], [1.844, 0.387, 0.081], [-2.905, -2.761, 0.199], [3.727, -0.908, -1.535], [4.890, -4.607, -6.529], [-0.402, 3.227, -2.271], [-5.313, 1.557, -0.571], [-1.227, 0.512, 3.670], [1.681, -5.488, 2.582], [4.254, -4.702, -1.018], [1.121, -1.938, -3.568], [4.096, -3.643, -1.135], [-3.060, 2.125, 5.281], [-3.507, 2.060, 0.972], [2.508, 3.557, -5.318], [-3.893, 1.549, -3.009], [1.898, 0.404, 5.750], [2.613, 3.615, -0.435], [3.672, 3.113, -4.673], [0.399, -1.269, 6.614], [-3.341, -1.228, 4.375], [1.615, -0.238, 4.129], [-1.973, 4.542, 1.015], [2.728, -5.624, 2.370], [4.034, -3.005, -4.775], [-5.108, -1.585, 0.532], [-5.603, -0.629, 0.686], [5.007, -3.483, -4.664], [-4.752, -2.179, -2.357], [1.296, -1.646, 1.199], [-4.697, -1.180, -2.782], [-0.558, 4.599, 4.092], [-4.744, -1.286, -3.866], [4.633, -3.015, -2.278], [-5.570, -0.616, -2.469], [3.422, -4.663, 1.455], [-0.032, 0.389, -1.596], [-7.439, 2.902, -0.617], [1.920, 3.046, -3.328], [3.105, -6.059, 0.988], [3.781, 2.369, -2.578], [-3.581, 0.649, 3.360], [-1.826, -2.673, 0.322], [-3.267, -3.501, 0.913], [-4.043, 1.277, -0.088], [-1.668, 2.799, 2.246], [4.468, -4.449, 1.667], [-1.045, 5.049, 2.864], [1.278, 0.494, 4.858], [2.764, -3.524, 0.893], [5.126, -1.010, -3.442], [-0.187, 0.251, 5.214], [0.091, -1.062, 1.776], [-0.993, 6.101, 2.622], [7.088, -4.716, -5.632], [1.429, 1.485, 4.433], [0.991, 2.596, -2.226], [3.250, 2.790, -3.407], [-3.136, -1.570, 5.385], [6.483, -6.267, -5.796], [6.721, -4.467, -2.008], [-1.150, 2.336, 3.471], [-3.267, 3.567, -0.959], [-6.114, 2.550, -0.014], [-3.297, 0.545, -4.334], [6.400, -5.389, -5.270], [-2.929, -0.053, -0.646], [-3.332, 1.083, 5.439], [1.449, 3.045, 1.334], [-5.367, -2.239, 1.365], [1.474, 3.510, -4.505], [2.392, 3.894, -6.330], [-0.513, 1.006, 5.939], [1.083, 2.874, 2.331], [5.769, -2.793, -5.070], [3.358, 4.154, 1.563], [-0.465, -1.557, 2.806], [-4.382, 2.961, 1.613], [-2.575, -1.192, -2.705], [-0.738, 1.278, 0.048], [0.879, -1.039, -3.039], [-3.005, 0.251, 4.203], [-1.320, 2.856, -1.353], [-2.784, 5.306, -2.967], [3.590, 0.152, -1.650], [4.503, -1.636, -2.396], [6.711, -5.623, -3.831], [-1.601, 4.172, 1.961], [-3.177, 0.773, -3.275], [-2.371, 3.655, -1.541], [-0.251, -1.895, 5.093], [4.662, 3.043, -5.071], [1.225, -3.436, 2.326], [-0.262, 4.652, -3.807], [-0.914, 6.011, 5.639], [3.920, -6.757, 0.864], [-4.394, -1.406, 4.168], [-2.803, 0.719, 6.316], [-0.860, 4.245, -3.017], [6.570, -4.301, -3.074], [0.781, 1.071, -2.401], [5.050, -4.785, -5.465], [2.310, -6.171, 0.267], [-2.171, 1.169, -3.127], [-4.402, 1.036, 5.643], [-4.049, 3.488, 2.498], [-3.378, -0.489, -2.430], [1.513, 2.939, -0.813], [2.619, 3.694, 0.940], [4.301, -5.483, -5.089], [0.026, -0.893, -1.947], [1.729, -2.899, 1.540], [-2.743, -1.827, 3.692], [-6.273, 3.926, 1.621], [0.561, 5.072, 5.864], [5.989, -6.340, -3.442], [0.785, 2.620, 0.268], [-3.125, -3.129, -0.803], [-5.707, 1.013, -1.415], [-2.132, 4.549, -2.583], [3.304, 4.024, -1.145], [2.015, 0.583, -4.047], [-0.395, -0.013, 1.232]]}



No. 6
{"formula": "C34H34N3O8P2PdS", "method": "wB97M-V/def2-TZVPD", "relative_energy_kj_mol": 212.4, "total_energy_ev": -89551.3888, "charge": 1, "molar_mass_g_mol": 813.09, "gap_ev": [5.85, 5.85], "multiplicity": 1, "species": ["C", "H", "C", "C", "C", "C", "N", "H", "C", "C", "H", "C", "C", "H", "O", "H", "H", "H", "O", "H", "H", "O", "O", "H", "H", "C", "C", "H", "S", "H", "N", "O", "C", "C", "C", "C", "C", "O", "H", "O", "H", "H", "H", "C", "C", "C", "C", "H", "C", "O", "C", "C", "H", "H", "P", "C", "H", "H", "H", "C", "P", "H", "H", "H", "H", "C", "C", "H", "C", "H", "C", "C", "N", "H", "C", "H", "H", "Pd", "C", "C", "C", "H", "H"], "positions_angstrom": [[3.551, -4.569, -2.152], [4.204, -3.113, -3.589], [-0.421, 0.997, 1.275], [1.840, 1.559, 0.958], [-2.992, 2.730, 4.410], [-1.501, -2.933, -2.831], [0.616, 1.038, 0.456], [2.978, -0.834, -0.296], [-1.990, 1.077, 5.837], [-3.429, -4.138, -2.047], [-2.864, -3.964, -4.115], [1.580, -4.017, -0.895], [4.178, 2.661, 1.941], [-3.602, 2.357, 6.430], [1.725, 2.069, -3.645], [-4.438, 1.146, 1.352], [0.839, -4.258, -0.141], [0.933, 0.041, 5.092], [4.088, 2.397, -2.754], [1.022, 3.535, 1.116], [-3.752, 0.979, -3.935], [-0.123, 3.607, -3.179], [2.175, 4.652, -3.608], [-1.332, 1.335, -3.647], [-1.939, 0.581, 6.798], [-2.623, -3.699, -3.094], [1.897, 2.922, 1.288], [-0.862, -2.574, -3.629], [0.242, -1.649, -1.141], [2.667, -5.841, -0.657], [-1.671, 0.773, 0.877], [0.282, -0.599, -2.261], [2.607, -4.898, -1.184], [4.118, 1.313, 1.626], [2.442, -2.472, -2.562], [-1.180, 1.368, 3.612], [-2.007, -3.030, -0.461], [2.635, 0.567, -1.859], [5.098, 3.078, 2.330], [3.579, 0.342, -4.224], [4.514, 2.810, -3.516], [-4.111, -0.589, 1.145], [-0.344, 4.223, -3.889], [-2.114, 2.377, 3.398], [1.510, -2.822, -1.599], [-1.103, 0.700, 4.835], [2.929, -0.731, 0.787], [-0.099, -1.114, 4.249], [-3.572, 0.625, -0.564], [1.582, 3.256, -1.435], [-3.128, -3.803, -0.735], [-2.928, 2.077, 5.632], [3.115, 4.534, 1.974], [2.383, -1.519, -3.070], [1.473, 3.562, -2.953], [-1.202, -2.621, -1.512], [-1.756, -2.756, 0.558], [-3.700, 3.532, 4.252], [-0.254, -0.893, 5.996], [-2.191, 0.848, -0.413], [3.103, 1.214, -3.152], [4.360, -5.255, -2.364], [-5.464, 0.169, 0.313], [4.994, 0.692, 1.761], [0.750, 1.004, 2.896], [3.466, -3.368, -2.840], [-0.077, -0.378, 5.055], [-5.172, 0.523, -1.966], [2.959, 0.729, 1.126], [3.790, -1.242, 1.216], [-3.316, 0.951, -2.946], [-1.423, 1.128, -1.513], [-0.218, 1.039, 2.608], [2.015, -1.216, 1.134], [-4.436, 0.321, 0.632], [-2.126, 2.911, 2.455], [-2.348, 0.678, 1.620], [0.634, 1.429, -1.630], [3.064, 3.475, 1.763], [-1.961, 1.163, -2.783], [-4.109, 0.686, -1.836], [-3.760, -4.145, 0.073], [-4.303, -4.740, -2.260]]}